# 1
The following is a DFT calculation (ωB97M-V with the def2-TZVPD basis set) of a structure of composition C8H10CuN2S at a distorted geometry.

Structure (XYZ):
```
22
Properties=species:S:1:pos:R:3:forces:R:3
C -0.32600 -2.40624 0.16420 -0.28 0.39 0.22
C -0.98406 -1.36385 -0.55934 0.02 -0.12 1.16
C -1.43971 -0.40491 0.39190 -0.51 -0.81 -0.49
C -1.11463 -0.86257 1.68758 -0.12 -0.22 -0.17
C -0.42179 -2.08978 1.55402 -0.08 -0.22 -0.52
Cu 1.11204 1.07134 -0.35157 1.60 -0.37 2.71
N 2.18225 0.05869 2.79782 0.32 0.08 -1.08
C 0.86299 0.49807 -2.00739 -2.17 -1.29 -5.11
C -0.10557 1.11073 -2.81865 2.72 -0.47 1.56
H -1.95350 0.51717 0.12324 0.16 -0.36 0.23
H -1.02195 -1.23845 -1.63377 -0.24 -0.24 0.02
H -1.36521 -0.35585 2.62689 0.27 -0.18 -0.43
H -0.02579 -2.70372 2.36674 -0.04 0.28 -0.22
H 0.18237 -3.26793 -0.27597 -0.12 0.18 0.17
H -1.03247 0.61429 -3.08383 0.13 0.04 0.15
H 1.92424 0.80505 -1.89317 0.28 0.66 -0.49
H 2.32740 -0.33426 1.82819 -0.17 -0.12 0.75
H 0.07496 2.14597 -3.12176 -0.34 -0.31 0.00
H 0.75246 -0.57060 -1.80056 -0.08 0.30 0.00
S 0.53488 3.91791 2.31226 0.22 1.64 1.53
C 0.03685 2.85185 1.26602 -0.66 -3.51 -3.59
N -0.19978 2.00710 0.42714 -0.94 4.64 3.59
```
Forces are in eV/Å.

Summary:
Spin multiplicity ... 2
Orbital gap (spin up / spin down) ... 5.020 / 3.427 eV
LUMO level (spin up / spin down) ... 5.3 / 5.4 eV
Net charge ... -2

These are the natural (NBO) partial charges, in e, on atoms 1 to 8: number 1, C, carries -0.40; number 2, C, carries -0.41; number 3, C, carries -0.35; number 4, C, carries -0.35; number 5, C, carries -0.35; number 6, Cu, carries 0.63; number 7, N, carries -0.72; number 8, C, carries -0.62

# 2
The following is a DFT calculation (ωB97M-V with the def2-TZVPD basis set) of the molecule C8H10F2O at a distorted geometry.

Structure (XYZ):
```
21
Properties=species:S:1:pos:R:3:forces:R:3
C -1.97089 -0.27810 1.69270 -2.98 -0.72 0.19
C -1.45353 0.29197 0.65123 0.03 1.96 -0.77
C -0.23871 1.09082 0.81530 2.39 1.63 -1.32
F 0.49276 0.77484 1.95625 -0.50 0.12 0.14
C 0.73575 1.00464 -0.36409 0.17 -3.98 0.65
C 1.40825 -0.44210 -0.77064 0.88 1.71 0.12
F 1.09394 -0.58312 -2.08547 -0.81 -0.63 -1.67
C 0.97409 -1.59248 0.03425 -0.62 -1.08 1.00
C 0.00533 -2.48243 -0.28205 1.71 0.55 -1.81
C 0.50454 1.94653 -1.42835 0.10 -1.54 -1.22
O 1.52621 2.10573 -0.50231 1.93 1.66 0.33
H -2.95780 -0.70235 1.67004 -0.40 -0.43 -0.68
H -1.75724 -0.16927 2.70895 1.73 0.06 1.20
H -1.96000 0.54573 -0.30795 0.25 -1.10 0.67
H -0.38918 2.22321 0.76323 -0.43 -1.29 0.85
H 2.53242 -0.47858 -0.82462 -0.84 0.86 0.79
H 1.59038 -1.65644 0.96709 -1.14 0.04 -0.49
H -0.21099 -3.24325 0.49136 -0.20 0.24 -1.08
H -0.27974 -2.51419 -1.44708 -0.07 -0.02 3.14
H 0.70604 1.66048 -2.44408 0.52 0.09 -0.20
H -0.35165 2.49834 -1.29377 -1.73 1.86 0.17
```
Forces are in eV/Å.

Summary:
Energy relative to the best compared isomer or geometry (same formula, charge and spin) ... 92.7 kcal/mol
Spin multiplicity ... 1
Orbital gap ... 10.134 eV
SMILES ... C=C[C@@H](F)C1([C@H](F)C=C)CO1
LUMO level ... 0.9 eV

These are the natural (NBO) partial charges, in e, on atoms 1 to 8: number 1, C, carries -0.36; number 2, C, carries -0.23; number 3, C, carries 0.15; number 4, F, carries -0.36; number 5, C, carries 0.17; number 6, C, carries 0.16; number 7, F, carries -0.37; number 8, C, carries -0.24

# 3
The following is a DFT calculation (ωB97M-V with the def2-TZVPD basis set) of a cluster of 2 separate species, C8H10F2S in total at a distorted geometry.

Structure (XYZ):
```
21
Properties=species:S:1:pos:R:3:forces:R:3
F 1.64087 -0.10925 2.10525 -0.12 -0.08 0.02
C 0.47200 -0.42127 1.50351 -0.41 -0.31 0.12
C 0.41881 -1.53776 0.68099 0.15 -0.30 0.36
C -0.78756 -1.85995 0.05984 -0.24 -0.40 0.14
C -1.89378 -1.05282 0.28558 0.06 -0.20 0.22
F -3.06264 -1.36475 -0.31610 0.18 0.07 0.08
C -1.84055 0.06370 1.10812 -0.32 0.10 0.26
C -0.63424 0.38573 1.72915 -0.04 0.09 0.31
H 1.31965 -2.14746 0.53149 -0.53 0.36 0.09
H -0.87607 -2.73382 -0.59905 0.05 0.48 0.34
H -2.74139 0.67341 1.25764 0.48 -0.32 -0.09
H -0.54571 1.25960 2.38804 -0.04 -0.45 -0.36
C 1.30405 1.63497 -0.57813 0.26 0.02 -0.02
C 0.30292 0.76201 -1.32161 -0.46 0.20 -0.13
S 1.04091 -0.73337 -2.04949 0.36 0.43 -0.48
H 1.79801 1.05777 0.22153 -0.08 0.45 -0.51
H 0.79133 2.49902 -0.12301 0.19 -0.25 -0.14
H 2.07675 2.00914 -1.27062 -0.25 -0.07 0.30
H -0.46775 0.37324 -0.62852 0.67 0.59 -0.91
H -0.21575 1.33290 -2.11567 0.26 -0.31 0.38
H 1.90021 -0.09103 -2.86895 -0.17 -0.10 0.03
```
Forces are in eV/Å.

Summary:
Energy relative to the best compared isomer or geometry (same formula, charge and spin) ... 8.4 kcal/mol
Spin multiplicity ... 1
Orbital gap ... 9.690 eV
SMILES ... Fc1ccc(F)cc1.CCS
LUMO level ... 0.8 eV

These are the natural (NBO) partial charges, in e, on atoms 1 to 8: number 1, F, carries -0.33; number 2, C, carries 0.37; number 3, C, carries -0.26; number 4, C, carries -0.27; number 5, C, carries 0.37; number 6, F, carries -0.32; number 7, C, carries -0.28; number 8, C, carries -0.27

# 4
The following is a DFT calculation (ωB97M-V with the def2-TZVPD basis set) of a cluster of 2 separate species, C8H10F6O4 in total at a distorted geometry.

Structure (XYZ):
```
28
Properties=species:S:1:pos:R:3:forces:R:3
C 1.25688 2.42908 1.74820 -0.75 -2.19 0.88
C 0.38738 3.55247 1.23477 1.85 1.36 -3.47
O -0.99370 3.14375 1.24404 -1.68 0.29 0.77
C -1.94602 3.80169 0.49466 3.84 1.19 -2.28
O -1.61830 4.67184 -0.28592 -1.16 -0.95 0.98
C -3.38951 3.37387 0.77634 0.04 0.38 -3.17
F -3.40584 3.56020 2.03148 -1.90 -0.01 3.34
F -4.31280 4.22524 0.12649 1.79 -1.90 1.31
F -3.67080 2.08671 0.44583 0.04 1.30 0.32
H 2.28951 2.40898 1.57498 1.78 1.52 -0.97
H 1.06973 1.48944 1.16839 -0.72 0.43 1.20
H 1.35754 2.30656 2.89661 -1.31 -0.04 -1.76
H 0.59998 3.92802 0.10418 -0.20 -1.48 2.34
H 0.76211 4.44937 1.74809 -1.61 0.17 0.55
C -0.97254 -4.52573 -2.05241 0.98 0.65 -2.16
C 0.52735 -4.35909 -1.64699 0.83 -4.26 -0.02
O 0.82470 -3.09173 -1.19600 -0.65 4.25 0.80
C 1.99614 -2.67536 -0.65010 -0.04 -4.37 -0.53
O 2.90078 -3.49392 -0.61243 -0.41 2.36 0.38
C 2.07174 -1.25185 0.03802 -0.37 -2.11 1.07
F 0.89229 -0.67100 0.29175 0.52 0.00 -1.05
F 2.59912 -1.46928 1.28506 0.15 0.41 -1.33
F 2.88080 -0.52900 -0.71485 -0.23 0.69 0.45
H -1.10045 -3.99214 -3.05909 0.14 -0.85 1.22
H -1.64546 -4.02021 -1.42224 -0.69 0.58 1.22
H -1.34534 -5.56856 -2.18239 0.83 0.66 0.20
H 1.12332 -4.65753 -2.56875 -0.33 0.63 1.18
H 0.86140 -5.12183 -0.81770 -0.74 1.30 -1.46
```
Forces are in eV/Å.

Summary:
Energy relative to the best compared isomer or geometry (same formula, charge and spin) ... 62.3 kcal/mol
Spin multiplicity ... 1
Orbital gap ... 11.748 eV
SMILES ... CCOC(=O)C(F)(F)F.CCOC(=O)C(F)(F)F
LUMO level ... 0.6 eV

These are the natural (NBO) partial charges, in e, on atoms 1 to 8: number 1, C, carries -0.67; number 2, C, carries -0.10; number 3, O, carries -0.51; number 4, C, carries 0.69; number 5, O, carries -0.53; number 6, C, carries 0.91; number 7, F, carries -0.27; number 8, F, carries -0.32

# 5
The following is a DFT calculation (ωB97M-V with the def2-TZVPD basis set) of the molecule C8H10FN3 at a distorted geometry.

Structure (XYZ):
```
22
Properties=species:S:1:pos:R:3:forces:R:3
H -3.62748 0.61113 -1.89395 -0.56 0.08 -0.38
N -3.49140 -0.18587 -1.28749 1.53 0.84 0.70
C -2.43535 0.12071 -0.58830 -0.77 0.47 -0.67
N -1.75517 1.35698 -0.52036 0.62 -1.67 1.10
N -1.91099 -0.79827 0.25261 0.37 -1.09 0.74
C -0.94121 -0.50671 1.27203 0.77 2.34 0.07
C 0.49447 -0.32110 0.66537 -1.23 -0.62 1.22
C 1.22102 0.83146 0.92403 -1.05 0.50 -0.02
C 2.43635 1.03816 0.29960 0.37 -1.44 0.52
C 2.94839 -0.02909 -0.45526 0.71 1.97 0.26
F 4.17539 0.16543 -1.01418 -0.42 -0.30 0.14
C 2.27838 -1.18905 -0.66237 0.42 -1.15 -0.94
C 1.03450 -1.33244 -0.08685 0.11 0.42 -0.25
H -0.74301 1.30320 -0.39008 -0.55 -0.12 -0.06
H -1.96311 2.00473 -1.20896 -0.74 1.22 -1.52
H -2.49308 -1.59323 0.41539 -0.28 -0.25 -0.22
H -0.97593 -1.28796 2.06095 0.06 0.65 -0.52
H -1.19829 0.55174 1.67078 0.32 -1.84 0.12
H 0.68398 1.56829 1.55088 0.87 -0.14 -0.31
H 3.09079 1.82986 0.58730 0.18 0.68 -0.27
H 2.73294 -1.95394 -1.31159 -0.32 0.36 0.46
H 0.43881 -2.18399 -0.27959 -0.41 -0.91 -0.18
```
Forces are in eV/Å.

Summary:
Energy relative to the best compared isomer or geometry (same formula, charge and spin) ... 11.6 kcal/mol
Spin multiplicity ... 1
Orbital gap ... 9.325 eV
SMILES ... [H]/N=C(\N)NCc1ccc(F)cc1
LUMO level ... 0.8 eV

These are the natural (NBO) partial charges, in e, on atoms 1 to 8: number 1, H, carries 0.32; number 2, N, carries -0.77; number 3, C, carries 0.58; number 4, N, carries -0.85; number 5, N, carries -0.62; number 6, C, carries -0.24; number 7, C, carries -0.07; number 8, C, carries -0.21

# 6
The following is a DFT calculation (ωB97M-V with the def2-TZVPD basis set) of a structure of composition C8H10IrN2O at a distorted geometry.

Structure (XYZ):
```
22
Properties=species:S:1:pos:R:3:forces:R:3
C 1.40775 -1.67344 -0.03205 0.56 -0.49 0.11
C 0.28179 -2.07047 0.74189 0.12 -0.36 -0.07
C 0.25410 -1.28221 1.92834 0.06 0.23 0.20
C 1.36368 -0.39292 1.88510 0.08 -0.07 0.61
C 2.07510 -0.62930 0.67202 0.55 -0.58 0.03
Ir -0.01146 0.24578 0.02880 -2.94 -4.62 5.66
N 0.51937 1.11113 -1.36259 3.98 2.76 -9.10
C -1.72290 0.25135 -1.78813 -1.26 -0.82 0.23
C -2.04265 -0.67492 -0.82332 -0.51 0.35 -0.72
H -0.49439 -1.34198 2.72095 0.36 0.01 -0.31
H -0.42688 -2.85988 0.48558 0.31 0.34 0.11
H 1.61273 0.36084 2.63333 -0.11 -0.33 -0.30
H 2.96642 -0.09768 0.33685 -0.39 -0.21 0.14
H 1.69756 -2.07458 -1.00475 -0.12 0.15 0.44
H -1.88784 -1.74297 -1.00206 -0.04 0.48 0.11
H -1.31088 -0.05376 -2.75412 -0.01 0.07 0.49
H 0.88756 1.45650 -2.25714 0.08 0.26 0.07
H -2.62940 -0.38464 0.05513 0.10 -0.17 -0.39
H -2.04687 1.29156 -1.70156 0.21 -0.36 0.05
O -0.22379 4.79622 0.56208 0.29 -6.47 -0.93
C -0.16495 3.53531 0.41431 0.21 -1.87 0.13
N -0.10405 2.23005 0.26134 -1.53 11.70 3.42
```
Forces are in eV/Å.

Summary:
Spin multiplicity ... 6
Orbital gap (spin up / spin down) ... 6.179 / 6.985 eV
LUMO level (spin up / spin down) ... 0.5 / -1.4 eV

These are the natural (NBO) partial charges, in e, on atoms 1 to 8: number 1, C, carries -0.32; number 2, C, carries -0.31; number 3, C, carries -0.32; number 4, C, carries -0.32; number 5, C, carries -0.30; number 6, Ir, carries 1.12; number 7, N, carries -0.58; number 8, C, carries -0.31